[1]
# C28H29FN5O5SSbSe4W

C28H29FN5O5SSbSe4W as an isolated structure in a non-equilibrium geometry (wB97M-V/def2-TZVPD, the OMol25 dataset).

Structure (ORCA input):
```
! wB97M-V def2-TZVPD RIJCOSX def2/J DEFGRID3
* xyz 2 3
C 7.9623 3.0647 -2.3289
N 0.5238 -0.6636 1.2330
C 6.3319 4.1464 -4.1335
W -0.5488 0.9352 0.1586
C -4.8476 -0.0051 0.5688
H 7.8067 4.8428 -1.2376
H 5.5902 4.6009 -4.7832
C 2.0523 -2.0911 2.2920
H 8.7441 3.4149 -3.0000
C 0.2415 -1.1204 3.5592
H 0.4594 5.7469 -4.3920
C -1.3957 2.5119 -1.1368
Se 5.3742 2.0105 0.4386
N 7.2185 4.2709 -1.8440
H 7.4769 1.4833 -3.7214
H 1.7035 -2.4489 4.3824
C 1.6165 -1.4271 1.1674
Sb 3.7458 3.4248 1.6182
C 4.5462 2.5525 -3.4947
C 0.0960 3.9773 -2.6367
S -2.4404 -0.5914 1.5468
F 5.0458 0.2387 -3.2468
Se 3.3315 3.7801 3.8572
H -7.8072 2.7668 0.1129
C 1.9420 6.5815 -3.0563
N 5.8760 2.8825 -3.5920
C -7.3962 2.7375 1.1217
C -6.0005 0.7482 0.4920
H 6.4195 3.9673 -1.2541
O -2.0448 1.4268 -1.2985
H 2.8716 6.2896 -2.5692
H -8.1376 2.2533 1.7600
C -3.8490 1.7020 1.9893
C -0.2757 2.7762 -2.0912
H -4.7720 -0.9548 0.0546
C 2.2192 3.2008 -3.2948
C 4.1331 1.2236 -3.1977
C 1.4293 5.4864 -3.9719
H 2.0902 5.3072 -4.8173
H 6.5507 1.4631 -2.2198
O -1.7956 -0.9129 0.2234
C -3.7787 0.4932 1.3111
H 7.4613 5.8133 -3.2785
N 1.2439 4.1866 -3.2829
C 0.5979 1.6555 -2.2607
O -1.3591 2.9598 0.0508
H 8.4307 2.5905 -1.4691
C 2.8587 0.9124 -2.8641
H 5.8292 5.6357 -2.6039
C 3.5410 3.5055 -3.6253
C 6.6940 5.0982 -2.9878
C 6.9594 2.1069 -2.9892
H 1.2182 6.8150 -2.2753
H -0.5608 4.8369 -2.5765
N -1.2304 0.3910 2.1767
C -6.1092 1.9706 1.1613
H 7.2047 3.9539 -4.7611
H -6.8373 0.3812 -0.0884
H -7.2672 3.7585 1.4750
O 0.3638 0.5010 -1.7277
H -3.0135 2.0582 2.5750
H 2.1149 7.4893 -3.6329
H 2.9237 -2.7265 2.2305
C -0.1371 -0.5042 2.3843
C -5.0190 2.4363 1.8915
C 1.3629 -1.9323 3.4952
H 3.7999 4.5330 -3.8205
H -0.3210 -0.9669 4.4679
C 1.8724 1.9162 -2.8563
H -5.0905 3.3859 2.4060
Se 1.4503 2.0848 0.8640
H 2.1217 -1.5024 0.2143
O -2.7736 -1.7357 2.3144
H 2.6036 -0.1042 -2.6012
Se 4.1027 4.9948 -0.2273
*
```

ΔE to the lowest compared entry with this formula, charge and spin ... 0.3012 eV
Electronic energy ... -330481.1629 eV
Kohn-Sham gap (alpha / beta) ... 6.08 / 6.10 eV
Highest occupied orbital energy (alpha / beta) ... -13.31 / -13.37 eV
E_LUMO (alpha / beta) ... -0.266 / -0.267 Ha



[2]
# C28H29N8PbS

C28H29N8PbS as an isolated structure (wB97M-V/def2-TZVPD, the OMol25 dataset).

Structure (ORCA input):
```
! wB97M-V def2-TZVPD RIJCOSX def2/J DEFGRID3
* xyz 1 1
C -1.3332 -3.1446 2.9025
H 5.1784 -1.0553 -3.4199
H 4.9715 -1.0914 -0.9758
H -6.1392 0.2494 0.0745
H 5.0182 -0.5132 0.9379
C 1.6485 0.4687 2.4776
N -2.8755 3.3332 2.6427
C -2.0776 -1.6659 -2.9279
C -0.7021 3.2601 2.5798
N -0.8270 -2.5717 4.1486
C 1.4102 1.4619 -5.1394
C 3.4377 0.1675 -5.1248
C 3.1823 0.1392 -0.9453
H -2.6483 -2.3429 -3.5513
C -1.7985 0.4864 -1.8695
H -0.4327 -3.0508 -2.6099
C 3.9006 -0.3143 2.7323
H 0.6378 1.9685 -5.7026
H 2.4847 0.8302 -6.9062
C -5.1594 0.3070 0.5119
H -5.0508 2.3874 0.8717
C 1.3577 1.4602 -3.7746
H 0.5485 1.9652 -3.2585
H -1.4972 -2.6658 4.8993
C -0.5860 -2.5214 1.7289
N -0.6109 -1.0514 1.8935
N 2.2855 0.7821 -1.6655
C -4.1928 -0.6301 0.7028
H 0.4506 -2.8591 1.7125
C 2.9944 0.1264 0.5329
C 2.4597 0.8120 -5.8253
H -1.5574 -0.6465 1.6014
N -0.6189 0.0566 -1.3523
H -3.8191 3.6031 2.8627
C 2.6874 0.0443 3.2977
C 2.3591 0.7953 -3.0294
C 4.0520 -0.2654 1.3564
H -1.0502 -2.7829 0.7800
H 0.1399 -0.5521 1.3998
C -2.5530 -0.4079 -2.6653
H 4.7304 -0.6199 3.3554
C -0.1582 -1.1753 -1.6262
H 0.8069 -1.4197 -1.1931
H 2.5587 0.0119 4.3727
C 4.2575 -0.5446 -1.5716
H -4.2134 -1.6752 0.4464
C 4.3656 -0.5350 -2.9273
C -2.4782 2.2132 1.9895
H -3.4932 -0.0628 -3.0704
N -1.1701 2.1399 1.9319
H -1.7847 4.9428 3.5615
S -2.2725 2.1028 -1.5592
H 0.0262 -3.0302 4.4457
N -3.0937 -0.0492 1.2875
H 0.3537 3.4507 2.6799
C 3.4041 0.1425 -3.7117
H -1.2340 -4.2313 2.8437
Pb 0.5129 1.9438 -0.3500
N -4.6413 1.4786 1.0059
H -2.3948 -2.9047 2.8215
C 1.7547 0.5160 1.0853
H 0.7229 0.7856 2.9503
C -1.7451 4.0143 3.0218
C -0.8425 -2.0730 -2.4021
H -0.5090 -0.8799 2.9026
C -3.3885 1.2199 1.4414
H 4.2508 -0.3335 -5.6353
*
```

ΔE to the lowest compared entry with this formula, charge and spin ... 0.4693 eV
Electronic energy ... -57507.2831 eV
Kohn-Sham gap ... 7.11 eV
Highest occupied orbital energy ... -9.59 eV
E_LUMO ... -0.091 Ha



[3]
# C28H30AlF5N5O5Sb

C28H30AlF5N5O5Sb as an isolated structure (wB97M-V/def2-TZVPD, the OMol25 dataset).

Structure (ORCA input):
```
! wB97M-V def2-TZVPD RIJCOSX def2/J DEFGRID3
* xyz 0 1
H -1.5786 3.1281 4.7949
F -3.4545 -2.6388 -1.1018
C -3.3851 -2.6020 3.1786
H 1.6263 -1.8933 -3.6374
H 0.6076 3.1603 0.2218
H -2.6405 4.6820 0.9814
Sb 1.2595 0.6200 -1.4529
C -2.5909 -4.7563 -0.6018
C -0.3780 -4.9568 0.2611
N -1.4594 1.6270 1.7818
C 3.3703 0.2564 -1.8192
C 0.6192 -1.7683 -3.2335
C -1.6730 2.9818 3.7268
C -1.5609 -5.5540 -0.1292
H 0.5808 -2.2814 -2.2692
C -2.2757 3.8706 1.5962
C -2.4335 -3.3849 -0.6738
H 3.3790 -0.5840 -3.8206
N 1.0117 -1.5425 3.7776
H 1.0968 4.5672 -0.7155
C 0.3636 0.4313 -4.4514
C -3.4169 -1.6817 2.1766
H 4.8731 -1.1891 -1.2110
C -1.3393 1.8016 3.1065
H 3.0872 3.1667 -2.6445
C -1.9996 2.3438 -0.4219
H -0.9578 0.9652 3.6777
C -2.1494 4.0480 2.9697
N 0.3777 -0.4978 1.9644
H -4.2424 -1.3877 1.5515
H 2.3056 3.3983 -0.1885
H 0.9915 -2.1160 4.6036
H 3.5490 1.1682 -3.8028
O -2.3192 3.1546 -1.2502
C -1.3975 -1.7071 2.9358
H 0.0166 1.4633 -4.3868
H -4.1467 -3.2380 3.5920
C 2.1055 -0.8419 3.3137
C 0.2394 -0.2934 -3.1178
F -3.7420 -5.3164 -0.9705
Al -1.0638 0.0185 0.6319
H -0.2479 -0.0707 -5.2074
H 2.2465 0.4434 1.5259
C 1.2829 3.5005 -0.5671
H 1.8591 4.3437 -3.0919
H 3.0551 -0.8704 3.8160
H -0.0661 -2.2860 -3.9109
H 1.3921 0.4396 -4.8187
O -2.8673 6.2796 2.8713
O -1.1354 -1.4414 -0.3709
H 3.3087 -1.9055 -1.5886
C 3.7925 -1.0399 -1.1284
N -2.1724 -1.1255 2.0451
C -0.0065 -1.3027 2.9367
F 0.6308 -5.7043 0.7193
H 3.5315 -1.0530 -0.0674
C -1.2499 -2.7460 -0.2817
H -1.7401 -3.2139 4.3762
H 1.9140 2.7827 -3.9066
C 3.8190 0.2540 -3.2771
C -2.5198 5.3932 3.6617
F 0.9517 -3.0496 0.5461
C 1.0995 2.7323 -1.8752
O -1.6350 1.1012 -0.6808
H -0.7973 -0.2294 -2.7808
C -1.9255 2.6564 1.0494
C 1.6953 -0.1992 2.1892
C 2.0411 3.2755 -2.9428
H 3.8509 1.0977 -1.3059
N -2.0921 -2.6101 3.6532
H 0.0656 2.8527 -2.2083
F -1.7099 -6.8777 -0.0486
H 4.9061 0.1424 -3.3394
C -0.2315 -3.5829 0.1807
O -2.3015 5.3915 4.8844
*
```

ΔE to the lowest compared entry with this formula, charge and spin ... 0.2062 eV
Electronic energy ... -73936.8747 eV
Kohn-Sham gap ... 6.42 eV
Highest occupied orbital energy ... -7.71 eV
E_LUMO ... -0.048 Ha



[4]
# C28H30ClN3O4PTi

C28H30ClN3O4PTi as an isolated structure (wB97M-V/def2-TZVPD, the OMol25 dataset).

Structure (ORCA input):
```
! wB97M-V def2-TZVPD RIJCOSX def2/J DEFGRID3
* xyz 1 3
C -2.2609 -1.1453 0.9791
H -1.5492 -1.7378 -2.1401
H 4.1299 1.8779 1.7690
H -5.0554 -2.8081 0.0813
H 3.4346 2.4345 -4.4158
O -5.7712 -0.4634 4.5930
C -0.2406 3.6960 -2.1054
H -1.8012 -0.6473 1.8247
H -7.1139 -1.7469 3.8181
H 1.8409 -1.9322 2.1517
H -4.8519 -0.4874 4.8848
P 3.0045 0.5104 0.0761
C -0.3470 -3.8433 0.7878
H -5.6649 -2.5235 4.4975
N 0.9171 -1.9599 1.7349
H -0.3670 3.4703 1.7508
C 3.2839 1.6329 -2.4355
Cl -0.5179 6.3783 -2.1324
N -1.5735 -1.1665 -0.1605
C -3.5092 -1.7301 1.1214
C 3.2330 1.2591 1.7233
H 0.1790 -5.5046 -2.1164
Ti 0.5909 -0.5498 -0.0941
H 0.0573 1.5335 -3.4193
H 2.9940 3.4815 0.3921
C 4.5900 -0.3765 -0.1544
C 1.4724 -4.0029 -1.3105
H -0.2025 3.7562 -3.1861
C -0.1311 2.3388 -0.0555
H -3.8064 -2.7727 -2.0793
C 0.1068 1.3230 -2.3448
O 0.3412 0.1417 -2.0123
N -5.4408 -1.7264 2.6053
C 0.3494 -4.8061 -1.3089
H 3.3268 0.4603 2.4610
C -0.5494 -4.7355 -0.2446
C 0.7707 -3.0073 0.7680
H 4.6653 -1.2019 0.5564
H 0.2291 -2.0438 2.4761
C 3.1693 1.9105 -1.0730
H -1.0489 -3.7810 1.6118
O -3.3535 -1.8078 3.4723
H 4.6463 -0.7879 -1.1624
C -6.0364 -1.6673 3.9337
C -0.4437 4.7451 0.0377
H 3.0682 5.2946 -1.2530
H -5.9811 -1.4015 1.8202
C -4.0885 -2.3256 0.0101
C -3.3925 -2.3197 -1.1898
H -0.5780 5.6514 0.6138
C 3.3342 2.6622 -3.3624
C 3.2550 3.9830 -2.9386
C 1.7002 -3.1010 -0.2680
C 3.1348 4.2673 -1.5871
C -0.0996 2.4361 -1.4785
C -0.3962 4.8284 -1.3636
H 2.6227 -2.5357 -0.2328
H 5.4344 0.2961 -0.0038
H 3.3226 0.6049 -2.7802
C -2.1367 -1.7422 -1.2300
C -4.0939 -1.7487 2.5017
H -1.4129 -5.3873 -0.2233
C 3.0949 3.2371 -0.6571
H 2.1959 -4.0797 -2.1110
H 2.3571 1.8533 1.9823
H 3.2871 4.7880 -3.6609
O -0.0005 1.2156 0.5836
C -0.3232 3.5366 0.6716
*
```

ΔE to the lowest compared entry with this formula, charge and spin ... 0.0000 eV
Electronic energy ... -87107.9707 eV
Kohn-Sham gap (alpha / beta) ... 6.73 / 7.69 eV
Highest occupied orbital energy (alpha / beta) ... -9.31 / -10.47 eV
E_LUMO (alpha / beta) ... -0.095 / -0.102 Ha